No. 1
{
  "formula": "C20H26B3F12Hg2N4O26S4",
  "method": "the ωB97M-V functional and the def2-TZVPD basis",
  "elements": ["Hg", "Hg", "O", "C", "O", "B", "O", "C", "O", "O", "C", "O", "C", "O", "O", "O", "C", "O", "B", "O", "C", "O", "O", "C", "O", "C", "O", "O", "C", "F", "F", "F", "S", "O", "O", "N", "S", "O", "O", "C", "F", "F", "F", "C", "F", "F", "F", "S", "O", "O", "N", "S", "O", "O", "C", "F", "F", "F", "B", "H", "H", "H", "H", "C", "C", "C", "O", "C", "N", "H", "H", "H", "H", "H", "H", "H", "H", "H", "H", "H", "C", "C", "C", "O", "C", "N", "H", "H", "H", "H", "H", "H", "H", "H", "H", "H", "H"],
  "xyz": [[1.8760, -2.0961, 0.4742], [-2.4521, 3.4784, 2.6271], [0.7454, 1.0688, -6.0448], [-0.1676, 0.2214, -6.1775], [-0.9750, -0.0038, -7.2025], [-2.0177, -0.9422, -6.7695], [-1.4993, -1.5940, -5.5786], [-0.5410, -0.8128, -5.1227], [0.0548, -0.9845, -4.0417], [-2.3652, -1.9887, -7.7465], [-3.6294, -1.8669, -8.1686], [-4.2285, -2.4714, -9.0802], [-4.2749, -0.7942, -7.2567], [-3.3293, -0.2687, -6.5326], [-5.4589, -0.5055, -7.1967], [-4.7804, -3.4172, 0.3890], [-4.9965, -4.1282, -0.6096], [-6.0978, -4.5489, -1.0945], [-5.8252, -5.2818, -2.4093], [-4.3414, -5.1137, -2.5687], [-3.8234, -4.4728, -1.5497], [-2.6008, -4.3071, -1.2368], [-6.2661, -6.7484, -2.3627], [-7.0102, -6.9523, -3.4559], [-7.4943, -7.9936, -3.8912], [-7.1389, -5.6102, -4.1926], [-6.5498, -4.6824, -3.4821], [-7.8657, -5.4460, -5.1793], [6.3993, -1.6665, 4.1754], [6.6383, -2.2159, 3.0105], [6.4927, -2.6595, 5.0924], [7.2706, -0.7104, 4.4451], [4.5656, -0.8869, 4.1119], [4.4601, -0.1191, 5.3767], [4.6268, 0.0485, 2.9777], [3.4124, -2.1626, 3.8094], [2.9203, -2.5020, 5.2147], [4.0096, -2.8430, 6.0963], [1.8585, -1.5870, 5.6640], [2.0052, -4.1822, 4.7898], [1.7280, -4.8803, 5.9608], [0.8943, -3.9098, 4.0716], [2.8330, -4.9972, 4.1309], [-3.0737, 8.1644, -1.2966], [-2.7049, 7.2194, -2.1657], [-1.9859, 8.7856, -0.8691], [-3.7908, 9.1040, -1.8638], [-3.9855, 7.3720, 0.2661], [-3.1107, 7.6832, 1.3766], [-5.2932, 7.9655, 0.4467], [-4.1249, 5.6317, -0.0504], [-5.3785, 5.6631, -1.0670], [-6.6286, 5.4456, -0.3902], [-5.3339, 6.6940, -2.0962], [-5.1506, 4.0180, -2.0051], [-5.7395, 4.1679, -3.1904], [-3.8815, 3.7506, -2.2215], [-5.7304, 3.0503, -1.3280], [-0.1728, 0.8637, 1.2738], [-0.9487, 1.3051, 0.6677], [-0.3660, -0.1748, 1.4937], [0.7085, 0.9230, 0.6541], [0.0409, 1.4439, 2.1580], [1.3626, 4.9302, 6.7648], [0.5722, 5.0319, 5.4453], [1.4640, 5.1304, 4.1742], [0.6639, 5.0933, 2.9552], [1.3882, 5.4117, 1.7924], [-0.1803, 3.7700, 5.3111], [2.1180, 5.7125, 6.8378], [1.8984, 3.9850, 6.8518], [0.7473, 4.9741, 7.6635], [-0.1875, 5.8114, 5.5029], [2.3045, 4.4363, 4.1768], [1.8795, 6.1372, 4.2161], [1.7458, 6.4403, 1.7459], [0.7929, 5.2162, 0.9005], [2.3082, 4.8660, 1.5828], [0.5462, 3.0825, 5.4508], [-0.7620, 3.4284, 6.0627], [5.8728, -6.1956, -0.8410], [5.2057, -4.8011, -0.5508], [5.7131, -3.6693, -1.4495], [4.9650, -2.5010, -1.1862], [5.4297, -1.3474, -1.8641], [3.7746, -4.9405, -0.7291], [5.4235, -6.9958, -0.2528], [6.9303, -6.0666, -0.6105], [5.8656, -6.5022, -1.8870], [5.4714, -4.4642, 0.4512], [5.6581, -4.0076, -2.4842], [6.7303, -3.4768, -1.1084], [6.4790, -1.1094, -1.6900], [4.9284, -0.4288, -1.5590], [5.3282, -1.5044, -2.9379], [3.7261, -5.2053, -1.7025], [3.4259, -5.7816, -0.2920]],
  "forces_ev_per_angstrom": [[-0.02, 0.49, 0.32], [0.99, -0.13, -0.23], [-3.19, -2.84, -0.85], [2.60, 2.66, 0.30], [0.25, 0.65, 0.08], [-1.06, -0.79, -0.62], [0.20, 0.88, 0.48], [1.99, -1.63, 3.74], [-1.53, 0.68, -2.79], [-0.73, -0.04, -1.23], [-1.13, -1.95, -2.40], [2.40, 1.88, 3.07], [-2.44, 0.72, 0.32], [0.81, 0.37, 0.40], [1.93, -0.58, -0.37], [-1.05, -2.05, -2.26], [1.43, 3.47, 3.25], [-0.53, -1.05, -0.82], [-0.24, -0.74, 0.78], [0.33, 0.16, 0.31], [4.59, -0.85, 0.92], [-4.87, -0.50, -1.75], [0.29, 1.20, -0.32], [-0.44, -2.05, -1.41], [1.22, 2.12, 1.63], [-3.49, -0.17, -2.64], [0.55, 0.69, -0.09], [2.32, -0.21, 2.45], [-1.71, -0.99, 1.15], [0.33, 0.04, -0.96], [0.04, 1.18, -0.50], [-0.39, -0.19, -0.11], [0.74, 3.60, 0.16], [-0.11, -2.41, -1.84], [-0.23, -2.39, 0.44], [3.27, 2.75, -2.41], [-3.70, -1.05, 3.66], [-0.76, -0.20, -0.01], [1.43, -1.73, -0.39], [0.73, 0.24, 1.70], [-0.33, 1.48, -1.69], [0.87, -0.74, 0.70], [-0.45, 0.38, -0.53], [0.34, -0.36, -0.04], [-0.25, 0.41, 0.38], [0.42, -0.41, 0.63], [-0.88, -0.42, -0.18], [-0.37, 1.02, 1.96], [0.45, -1.35, -1.04], [0.78, -0.60, -1.02], [0.70, 2.96, -0.03], [-1.92, -1.52, -1.87], [0.33, 0.21, 0.14], [0.43, -0.91, 1.13], [-0.17, 1.26, -0.29], [-0.20, -0.11, 0.27], [0.61, -0.27, 0.20], [0.05, -0.32, 0.11], [-0.53, -0.51, 0.92], [-3.22, 0.99, -3.47], [-1.94, -4.17, 1.62], [4.03, 1.66, -2.97], [1.77, 1.68, 3.98], [0.57, 0.45, -0.23], [-0.74, -1.28, 0.17], [-1.06, 1.58, -0.22], [0.55, -0.66, 1.15], [0.63, 0.27, -0.92], [0.17, -1.10, -0.38], [0.00, 0.16, 0.04], [0.09, -0.12, -0.33], [-0.32, 0.22, -0.25], [0.39, 0.38, -0.27], [-0.23, -0.45, -0.11], [0.39, 0.16, 0.02], [-0.44, 0.45, 0.31], [-0.44, 0.13, 0.30], [0.09, -0.76, 0.71], [0.38, -0.77, -1.03], [-0.75, 1.13, 0.49], [0.64, 1.39, 0.08], [0.41, -0.62, 0.02], [-0.01, -0.25, 0.89], [-0.42, 0.29, 0.28], [0.51, 0.05, -0.58], [-0.51, 0.16, -0.19], [0.13, 0.19, 0.17], [0.12, -0.42, 0.29], [-0.42, 0.25, -0.17], [-0.37, -0.36, 0.30], [0.10, 0.36, -0.39], [0.43, -0.10, -0.56], [0.34, -0.46, 0.28], [-0.59, -0.46, 0.12], [-0.18, 0.21, -0.16], [-0.75, 0.39, -0.63], [-0.08, -0.01, 0.68]],
  "total_energy_ev": -166675.49395,
  "homo_ev": -7.69,
  "charge": -1,
  "homo_lumo_gap_ev": 1.39,
  "mol_weight_g_mol": 1528.290
}

---

No. 2
{
  "formula": "C20H26BCl3N4O",
  "method": "the ωB97M-V functional and the def2-TZVPD basis",
  "elements": ["Cl", "B", "Cl", "Cl", "O", "C", "C", "C", "C", "C", "C", "C", "H", "H", "H", "H", "H", "H", "C", "C", "N", "C", "C", "N", "C", "C", "N", "C", "C", "C", "C", "N", "C", "C", "C", "H", "H", "H", "H", "H", "H", "H", "H", "H", "H", "H", "H", "H", "H", "H", "H", "H", "H", "H", "H"],
  "xyz": [[2.9120, -1.5377, 1.8720], [2.1118, 0.1026, 1.7376], [2.3963, 1.1182, 3.3263], [2.6954, 1.1837, 0.2859], [0.6665, -0.1698, 1.4787], [-0.2777, 0.7225, 1.5612], [-1.6215, 0.2042, 1.8641], [-2.6252, 1.1762, 1.9695], [-3.9479, 0.7840, 2.1446], [-4.2660, -0.5729, 2.2522], [-3.2603, -1.5394, 2.2062], [-1.9171, -1.1646, 2.0219], [-0.0196, 1.7459, 1.9540], [-2.3157, 2.2131, 1.9362], [-4.7288, 1.5510, 2.1718], [-5.3060, -0.8881, 2.3620], [-3.4747, -2.6104, 2.2893], [-1.1110, -1.8828, 2.0455], [0.3266, 5.9714, -1.0422], [1.3669, 5.0184, -1.5712], [0.8014, 4.0648, -2.5438], [1.4320, 4.0424, -3.8445], [0.5550, 3.4137, -4.8886], [-0.1226, 2.2453, -4.3817], [-0.5186, 1.2886, -5.3888], [-1.6743, 0.4602, -4.9106], [-1.4863, 0.0132, -3.5482], [-2.3350, -1.1172, -3.1369], [-1.5600, -2.2275, -2.4788], [-1.0372, 0.8938, -2.5898], [-1.1112, 0.6622, -1.1843], [-0.4532, 1.4272, -0.2830], [-0.0330, 2.6323, -0.7070], [0.1324, 2.9576, -2.0764], [-0.3657, 2.0535, -3.0556], [0.8197, 6.6890, -0.3896], [-0.1399, 6.5193, -1.8667], [-0.4435, 5.4504, -0.4749], [2.1543, 5.5579, -2.1209], [1.8115, 4.4444, -0.7485], [1.6244, 5.0783, -4.1380], [2.3880, 3.4984, -3.7987], [-0.1829, 4.1386, -5.2555], [1.1499, 3.0954, -5.7492], [-0.7908, 1.8545, -6.2858], [0.3365, 0.6511, -5.6543], [-2.6026, 1.0435, -5.0000], [-1.7470, -0.4256, -5.5465], [-3.1030, -0.7314, -2.4500], [-2.8099, -1.4697, -4.0629], [-2.2538, -3.0401, -2.2670], [-0.7876, -2.5993, -3.1573], [-1.0962, -1.9096, -1.5474], [-1.7483, -0.1348, -0.7947], [0.2115, 3.3731, 0.0668]],
  "forces_ev_per_angstrom": [[-0.02, 0.25, -0.17], [0.19, 0.69, -0.09], [-0.42, -0.40, -0.56], [0.20, -0.44, 0.31], [-0.58, 0.43, 0.52], [1.32, 0.63, -0.40], [-0.68, 0.05, -0.09], [-0.10, -0.85, 0.15], [-0.01, 0.30, -0.03], [0.06, -0.15, -0.16], [0.70, -0.05, -0.09], [-0.55, 0.99, 0.00], [-0.16, -1.09, -0.28], [-0.27, 0.09, -0.18], [0.23, -0.39, 0.11], [0.32, 0.15, 0.01], [-0.13, 0.50, 0.07], [0.01, -0.08, -0.20], [0.03, 0.36, -0.08], [0.05, -0.76, -0.72], [-0.13, 1.23, 0.64], [0.39, -0.13, 0.26], [-0.50, 0.01, -0.14], [-0.08, 0.06, -0.11], [0.49, 0.12, 0.08], [-0.42, 0.06, 0.16], [-0.34, -1.12, 0.09], [0.16, 0.91, -0.26], [0.07, -0.40, -0.14], [0.44, 0.65, 0.92], [0.40, -0.02, -0.79], [-2.03, 0.49, -0.80], [0.79, 0.24, -0.09], [-0.49, -1.02, 0.06], [0.44, -0.42, 1.22], [-0.11, 0.12, 0.15], [-0.03, -0.08, 0.15], [-0.07, 0.05, -0.03], [-0.17, -0.13, 0.48], [0.27, 0.20, -0.11], [0.13, -0.17, 0.02], [0.01, 0.10, -0.04], [0.01, 0.03, 0.01], [0.11, 0.13, 0.07], [-0.13, -0.17, 0.01], [-0.08, -0.01, 0.04], [-0.04, -0.04, -0.12], [-0.14, 0.13, 0.04], [-0.17, -0.19, -0.20], [-0.08, -0.02, 0.45], [0.07, -0.15, 0.12], [-0.02, 0.02, 0.15], [0.08, -0.13, -0.08], [0.64, 0.06, -0.01], [0.34, -0.65, -0.34]],
  "total_energy_ev": -67416.97282,
  "homo_ev": -7.64,
  "homo_lumo_gap_ev": 7.76,
  "mol_weight_g_mol": 455.626
}

---

No. 3
{
  "formula": "C20H26BCsF6N4SSeSi",
  "method": "the ωB97M-V functional and the def2-TZVPD basis",
  "elements": ["Cs", "C", "N", "C", "C", "C", "N", "C", "C", "F", "C", "F", "C", "C", "F", "C", "F", "H", "H", "H", "H", "H", "H", "H", "H", "H", "H", "H", "N", "C", "N", "C", "C", "C", "C", "C", "C", "S", "H", "H", "H", "H", "H", "H", "F", "B", "F", "C", "Si", "C", "C", "Se", "H", "H", "H", "H", "H", "H", "H", "H", "H"],
  "xyz": [[1.5330, 0.4137, 0.8257], [-1.7633, 2.9294, -0.6868], [-1.0509, 2.6031, 0.5271], [-2.0097, 2.0156, 1.4413], [-0.4929, 3.7894, 1.2001], [0.7303, 4.4045, 0.5310], [1.8698, 3.5097, 0.6180], [2.9590, 3.8633, 0.0321], [4.1668, 3.0950, 0.2273], [4.0373, 2.0327, 1.0855], [5.3993, 3.4168, -0.2608], [6.4204, 2.6123, 0.0552], [5.6372, 4.5264, -1.0493], [4.4944, 5.2742, -1.3535], [4.5474, 6.3114, -2.2436], [3.2570, 4.9714, -0.8655], [2.2453, 5.8510, -1.2005], [-1.1042, 3.3961, -1.4606], [-2.5915, 3.6243, -0.5114], [-2.1160, 2.0240, -1.1849], [-2.9381, 2.6499, 1.5644], [-1.5124, 1.8508, 2.4349], [-2.3732, 1.0578, 1.0794], [-0.1400, 3.4555, 2.1809], [-1.2677, 4.5763, 1.3529], [1.0026, 5.3834, 0.9907], [0.4553, 4.6240, -0.5424], [6.5437, 4.7168, -1.5856], [-1.4063, -2.9191, -0.3701], [-2.5141, -2.2288, -0.5954], [-2.6098, -1.0621, -1.1892], [-3.9216, -0.6503, -1.2215], [-4.3756, 0.5346, -1.8460], [-5.7157, 0.8329, -1.7318], [-6.6484, -0.0624, -1.1763], [-6.2564, -1.2317, -0.5942], [-4.8922, -1.5173, -0.6516], [-4.0569, -2.9518, -0.1124], [-0.5748, -2.7587, -0.9547], [-1.4177, -3.7800, 0.1505], [-3.6477, 1.1410, -2.3213], [-6.0526, 1.7846, -2.1807], [-7.6852, 0.2085, -1.0658], [-6.9731, -1.8867, -0.2201], [0.2880, -1.2378, 4.5007], [0.4627, 0.0842, 4.2170], [0.0847, 0.8648, 5.2546], [2.5410, -7.1869, -1.3336], [2.1572, -5.5300, -0.3991], [0.8416, -5.9509, 0.9022], [3.6630, -4.8653, 0.5483], [1.4872, -4.0140, -1.8174], [2.9048, -7.9217, -0.6348], [3.2464, -7.0479, -2.1437], [1.5953, -7.5758, -1.7688], [1.2011, -6.5101, 1.7356], [-0.0511, -6.5294, 0.5501], [0.4948, -4.9646, 1.2396], [4.1184, -5.4854, 1.3398], [3.3764, -3.8879, 0.9459], [4.3978, -4.6727, -0.2572]],
  "forces_ev_per_angstrom": [[-0.22, 0.05, 0.17], [1.06, 0.31, -1.40], [-0.21, 0.53, 0.33], [-0.25, -0.18, 1.18], [0.58, 0.23, 0.23], [-0.16, 0.13, -1.29], [-1.15, -0.17, 0.40], [1.79, 0.59, -1.04], [-0.70, -0.07, 0.42], [0.41, 0.13, -0.27], [-0.38, -0.01, 0.19], [0.65, -0.41, 0.14], [-0.68, 0.78, -0.75], [0.12, -0.30, -0.12], [0.41, -0.24, 0.36], [-0.98, 0.17, 0.53], [0.32, -0.23, -0.05], [-0.25, -0.16, 0.77], [-0.30, 0.04, 0.08], [-0.17, -0.03, 0.40], [0.73, -0.18, 0.07], [-0.59, 0.08, -0.84], [0.11, -0.23, -0.17], [-0.25, 0.00, 0.04], [0.09, -0.29, -0.10], [-0.54, -0.43, -0.09], [0.23, -0.04, 0.90], [0.41, -0.10, 0.04], [0.82, 0.21, -0.29], [-0.84, 0.47, -0.29], [0.08, -0.60, 0.39], [-0.79, 0.06, -0.48], [-0.22, -1.41, 1.32], [-0.49, 0.66, -0.93], [-0.06, 1.28, 0.23], [1.98, 0.44, -0.95], [0.60, -0.20, 0.10], [-0.14, 0.12, 0.26], [-0.11, -0.27, 0.38], [0.00, 0.02, -0.19], [0.29, 0.66, -0.39], [-0.01, -0.61, 0.35], [-0.22, 0.24, -0.32], [-0.92, -1.13, 0.79], [-0.20, -0.30, 0.56], [0.45, 0.24, -1.37], [-0.27, 0.01, 0.76], [-0.87, 0.65, 0.24], [-0.13, -0.77, -0.20], [-1.05, 0.14, -0.82], [0.25, -0.23, -0.52], [-0.16, 0.41, -0.35], [0.32, -0.50, 0.29], [0.21, 0.05, -0.13], [0.46, 0.31, 0.23], [0.54, -0.31, 0.85], [0.67, 0.59, -0.12], [-0.05, -0.24, 0.22], [-0.22, 0.16, -0.30], [0.06, -0.11, 0.09], [-0.07, -0.04, 0.49]],
  "total_energy_ev": -128715.13758,
  "homo_ev": -0.97,
  "charge": -2,
  "homo_lumo_gap_ev": 4.73,
  "mol_weight_g_mol": 719.274
}

---

What is the formula in the third record?
C20H26BCsF6N4SSeSi